1.
ORCA calculation (ωB97M-V/def2-TZVPD) on a cluster of 2 separate species, C50H43N4O2 in total at a distorted geometry.

Values from the calculation:
charge = +1
orbital gap = 5.93 eV
DFT total energy = -62597.6469 eV
HOMO = -10.39 eV
F_max = 0.0370 hartree/bohr

Each line ends with the Mulliken charge.
Geometry (Å):
C 0.699 -3.659 -8.342  -0.3733
C 1.663 -4.165 -7.463  -0.7190
C 2.158 -3.361 -6.440  -0.2119
C 1.686 -2.049 -6.296  -0.0136
N 2.307 -1.219 -5.317  0.8983
C 3.348 -0.344 -5.741  -0.0007
C 3.012 0.899 -6.284  -0.1048
C 4.023 1.750 -6.725  -0.7352
C 5.360 1.347 -6.626  -0.4054
C 5.688 0.092 -6.100  -0.7752
C 4.676 -0.766 -5.669  -0.1094
C 1.771 -1.060 -4.033  0.5448
C 2.618 -1.198 -2.916  -0.6879
C 2.106 -1.069 -1.640  -0.6614
C 0.759 -0.646 -1.443  -0.0923
C 0.237 -0.480 -0.129  -0.2275
C -0.836 0.425 0.141  0.4961
C -1.899 0.056 1.013  -0.9075
C -3.011 0.865 1.158  -0.6892
C -3.038 2.144 0.559  1.5643
N -4.149 2.957 0.681  0.8698
C -4.096 4.344 0.356  -0.5338
C -4.788 4.822 -0.761  -0.0334
C -4.764 6.187 -1.048  -0.7220
C -4.129 7.075 -0.174  -0.4030
C -3.483 6.596 0.973  -0.7744
C -3.447 5.226 1.229  0.2557
C -5.403 2.460 1.145  -0.9376
C -5.751 2.632 2.489  0.1496
C -6.994 2.191 2.941  -0.7727
C -7.907 1.638 2.035  -0.4042
C -7.578 1.531 0.679  -0.8346
C -6.326 1.949 0.228  0.1950
C -1.959 2.564 -0.254  -0.5517
C -0.913 1.697 -0.506  -0.9931
C -0.061 -0.450 -2.600  -0.2913
C 0.411 -0.744 -3.867  -0.9155
C 0.738 -1.534 -7.180  0.0453
C 0.235 -2.348 -8.199  -0.8432
H 0.307 -4.288 -9.143  0.3790
H 2.029 -5.186 -7.566  0.3721
H 2.918 -3.719 -5.742  0.3690
H 1.956 1.166 -6.351  0.3085
H 3.753 2.721 -7.143  0.3722
H 6.149 2.016 -6.971  0.3749
H 6.727 -0.228 -6.024  0.3710
H 4.886 -1.760 -5.272  0.3530
H 3.668 -1.445 -3.087  0.3833
H 2.714 -1.253 -0.752  0.4841
H 0.595 -1.149 0.655  0.5767
H -1.846 -0.927 1.485  0.5133
H -3.877 0.528 1.730  0.4668
H -5.316 4.110 -1.398  0.2733
H -5.242 6.547 -1.958  0.4067
H -4.139 8.145 -0.388  0.3853
H -2.995 7.281 1.667  0.3861
H -2.944 4.818 2.109  0.4118
H -5.037 3.113 3.161  0.3904
H -7.245 2.289 3.998  0.3949
H -8.882 1.296 2.385  0.3923
H -8.292 1.123 -0.037  0.3860
H -6.051 1.906 -0.828  0.4136
H -1.985 3.551 -0.721  0.4665
H -0.138 1.993 -1.216  0.6174
H -1.096 -0.119 -2.487  0.4726
H -0.238 -0.693 -4.747  0.3609
H 0.409 -0.500 -7.060  0.2305
H -0.523 -1.947 -8.873  0.3691
O 2.703 -3.907 4.091  -0.6873
C 2.137 -3.631 5.150  0.4123
C 2.302 -4.245 6.491  0.1551
C 1.639 -3.449 7.412  0.1914
C 1.667 -3.726 8.770  -0.4667
C 2.333 -4.890 9.185  -0.4520
C 3.005 -5.706 8.247  -0.4578
C 3.027 -5.364 6.884  -0.4153
C 0.996 -2.317 6.697  0.4009
O 0.414 -1.332 7.135  -0.6402
N 1.218 -2.598 5.334  0.3543
C 0.757 -1.713 4.255  -1.2173
C 1.816 -0.717 3.855  0.2060
C 1.358 0.545 3.092  0.0720
C 2.691 1.060 2.485  -0.6084
C 3.671 -0.139 2.632  -0.7321
N 2.762 -1.253 2.894  -0.1772
H 1.172 -3.039 9.455  0.4696
H 2.335 -5.170 10.242  0.3848
H 3.511 -6.608 8.598  0.3844
H 3.575 -5.935 6.134  0.4722
H 0.486 -2.342 3.399  0.1757
H -0.112 -1.184 4.648  0.3651
H 2.353 -0.391 4.785  0.2266
H 0.710 0.225 2.255  -0.4913
H 0.800 1.261 3.705  0.5275
H 2.531 1.287 1.423  0.2402
H 3.069 1.965 2.976  0.3478
H 4.323 -0.300 1.762  0.3768
H 4.317 0.002 3.527  0.3463
H 3.208 -2.135 3.181  0.2613


2.
ORCA calculation (ωB97M-V/def2-TZVPD) on a structure of composition C33H28Br2F2N6O2STi.

Values from the calculation:
orbital gap = 6.95 eV
DFT total energy = -227184.8097 eV
HOMO = -7.58 eV
F_max = 0.0113 hartree/bohr

Each line ends with the Mulliken charge.
Geometry (Å):
Ti -0.016 0.239 0.487  0.0796
N 3.792 2.592 2.917  -0.5274
C 2.874 1.585 2.762  0.3520
S 3.175 -0.014 3.461  -0.3011
N 1.777 1.728 2.126  -1.0065
N 1.062 0.526 2.054  1.5456
C 1.351 -0.274 3.216  0.2365
C 0.952 -1.720 3.144  0.0709
C 1.525 -2.661 3.994  -0.7146
C 1.122 -3.987 3.983  -0.9411
C 0.108 -4.382 3.119  -0.6225
C -0.485 -3.461 2.276  -0.4035
C -0.071 -2.126 2.274  -0.0146
O -0.638 -1.272 1.424  -0.5344
H 4.722 2.310 3.176  0.2446
H 3.754 3.298 2.198  0.2589
H 0.902 0.195 4.104  0.5901
H 2.306 -2.348 4.678  0.4420
H 1.589 -4.702 4.647  0.4107
H -0.222 -5.414 3.103  0.4590
H -1.276 -3.748 1.595  0.4956
F 5.188 0.346 -0.921  -0.3802
C 3.943 0.660 -1.352  0.0023
C 2.883 0.534 -0.482  -0.4769
C 1.573 0.832 -0.884  0.6263
C 1.404 1.303 -2.197  -0.1205
C 2.511 1.423 -3.032  0.3025
F 2.343 1.915 -4.278  -0.3548
C 3.795 1.103 -2.649  -0.9518
C 0.098 1.751 -2.759  0.7207
C -0.557 2.849 -2.207  0.0032
C -1.712 3.316 -2.811  -0.6590
C -2.181 2.670 -3.944  -0.6640
C -1.477 1.568 -4.405  -0.6171
N -0.367 1.109 -3.836  -0.4882
H 3.101 0.194 0.524  0.6964
H 4.632 1.219 -3.322  0.5286
H -0.147 3.320 -1.324  0.5155
H -2.231 4.177 -2.409  0.4993
H -3.070 3.007 -4.461  0.4692
H -1.822 1.024 -5.279  0.4779
Br -4.183 -2.004 -4.632  -0.1394
C -3.080 -1.426 -3.220  -0.2781
C -3.336 -0.222 -2.591  -1.3724
C -2.457 0.179 -1.602  -0.3959
N -1.416 -0.552 -1.211  0.9350
C -1.203 -1.732 -1.795  1.0909
C -2.001 -2.197 -2.829  -1.1531
C -0.049 -2.514 -1.282  0.2616
C 0.042 -3.885 -1.467  -1.1612
C 1.141 -4.541 -0.940  -0.2076
Br 1.292 -6.410 -1.136  -0.1503
C 2.110 -3.833 -0.261  -1.1171
C 1.921 -2.466 -0.118  0.0332
N 0.868 -1.820 -0.605  0.6797
H -4.167 0.404 -2.878  0.5186
H -2.571 1.133 -1.106  0.6495
H -1.779 -3.125 -3.334  0.5183
H -0.729 -4.441 -1.979  0.4768
H 2.975 -4.318 0.167  0.5171
H 2.648 -1.872 0.420  0.2812
C -2.685 3.447 0.663  -1.3520
C -2.054 2.313 1.465  1.4526
C -1.299 2.869 2.666  -1.6728
C -3.110 1.310 1.918  -1.3059
O -1.130 1.647 0.607  -0.2986
H -3.387 4.009 1.281  0.5128
H -3.225 3.059 -0.203  0.2696
H -1.909 4.127 0.310  0.2704
H -1.977 3.435 3.308  0.4877
H -0.487 3.518 2.338  0.3381
H -0.862 2.054 3.245  0.2103
H -3.837 1.787 2.578  0.5062
H -2.635 0.486 2.453  0.1715
H -3.646 0.896 1.061  0.1742


3.
ORCA calculation (ωB97M-V/def2-TZVPD) on a cluster of 5 separate species, C5H19N6O6 in total at a distorted geometry.

Values from the calculation:
charge = -1
orbital gap = 5.40 eV
DFT total energy = -26716.9241 eV
HOMO = -2.62 eV
F_max = 0.2092 hartree/bohr

Each line ends with the Mulliken charge.
Geometry (Å):
O 33.475 -17.062 -21.183  -1.0412
H 33.019 -17.429 -20.401  0.0913
C 30.029 -18.014 -20.119  0.5054
C 29.762 -16.601 -19.492  -0.4472
O 30.134 -15.643 -20.474  -0.4374
O 29.310 -18.927 -19.282  -0.5641
H 31.055 -18.343 -20.282  -0.4204
H 29.647 -18.005 -21.140  0.1656
H 30.421 -16.480 -18.632  0.0744
H 28.705 -16.544 -19.233  0.4498
H 29.349 -15.239 -20.851  0.2522
H 28.411 -18.676 -19.058  0.2947
C 33.064 -20.026 -23.200  0.5853
O 34.183 -19.531 -23.190  -0.6120
N 32.799 -21.227 -23.382  -0.4132
N 32.011 -19.413 -22.959  -0.3486
H 31.973 -21.496 -23.897  0.1562
H 33.552 -21.897 -23.326  0.2298
H 32.319 -18.461 -22.822  0.2113
H 31.209 -19.616 -23.539  0.2056
C 33.377 -16.035 -17.972  0.6088
O 33.083 -15.160 -18.721  -0.6000
N 33.885 -17.156 -18.465  -0.2972
N 33.275 -16.035 -16.688  -0.4451
H 34.372 -17.845 -17.910  0.1084
H 33.936 -17.149 -19.474  0.3156
H 32.970 -15.142 -16.328  0.2465
H 33.772 -16.700 -16.113  0.1805
C 33.478 -20.824 -18.416  0.6495
O 34.547 -21.283 -18.796  -0.7011
N 33.107 -20.729 -17.140  -0.4552
N 32.633 -20.113 -19.026  -0.0235
H 32.544 -19.934 -16.875  0.1478
H 33.667 -21.194 -16.439  0.2170
H 32.617 -20.138 -20.035  -0.0120
H 31.905 -19.710 -18.453  0.1221


4.
ORCA calculation (ωB97M-V/def2-TZVPD) on the ion C5H10N with charge +1 at a distorted geometry.

Values from the calculation:
charge = +1
SMILES string = CC(C)[N+]1=CC1
orbital gap = 10.91 eV
DFT total energy = -6826.8399 eV
HOMO = -16.17 eV
F_max = 0.1132 hartree/bohr

Each line ends with the Mulliken charge.
Geometry (Å):
C 0.559 0.290 1.676  -1.4109
C -0.149 -0.473 0.582  0.2447
C 0.932 -1.355 -0.197  -1.2136
N -0.640 0.392 -0.403  0.1333
C -1.106 1.537 -0.652  0.1052
C -1.107 0.558 -1.761  -0.4783
H 1.343 0.987 1.159  0.3545
H -0.002 0.818 2.296  0.4824
H 1.053 -0.520 2.234  0.3598
H -0.994 -0.824 1.095  0.2896
H 1.592 -0.643 -0.572  0.4664
H 0.419 -1.899 -0.961  0.3692
H 1.576 -2.075 0.438  0.3480
H -1.080 2.565 -0.433  0.3901
H -2.074 -0.064 -1.971  0.2755
H -0.323 0.705 -2.531  0.2839


5.
ORCA calculation (ωB97M-V/def2-TZVPD) on a structure of composition C15H33CuN5O8 at a distorted geometry.

Values from the calculation:
⟨S²⟩ = 0.77
orbital gap (alpha / beta) = 5.34 / 5.29 eV
DFT total energy = -84554.6664 eV
HOMO (alpha / beta) = -7.29 / -7.20 eV
F_max = 0.1266 hartree/bohr
spin multiplicity = 2

Each line ends with the Mulliken charge.
Geometry (Å):
Cu 0.092 0.979 -1.437  0.9436
C -0.528 3.462 -4.816  0.7977
O 0.240 3.763 -3.894  -0.5287
O -1.071 2.361 -4.488  -0.5323
O -0.733 4.074 -5.882  -0.6721
C 6.185 -0.038 0.433  -0.9088
C 5.637 -0.252 -0.995  0.6736
O 4.469 0.147 -1.259  -0.6543
N 6.605 -0.466 -1.843  -0.2052
C 6.482 -0.560 -3.280  -0.8597
H 5.847 0.961 0.709  0.2427
H 7.274 -0.020 0.477  0.2845
H 5.841 -0.656 1.262  0.2669
H 7.529 -0.700 -1.509  0.2436
H 7.360 -0.777 -3.889  0.3294
H 5.960 0.274 -3.750  0.2590
H 5.992 -1.534 -3.274  0.3288
C -5.372 0.684 1.707  -1.0050
C -5.129 1.008 0.233  0.6704
O -3.974 0.973 -0.226  -0.6173
N -6.149 1.368 -0.546  -0.1709
C -6.040 1.456 -1.992  -0.8647
H -4.560 0.131 2.179  0.2291
H -6.262 0.082 1.523  0.3354
H -5.604 1.634 2.188  0.2789
H -7.074 1.640 -0.245  0.2496
H -5.500 0.571 -2.328  0.2658
H -5.651 2.390 -2.399  0.2878
H -7.035 1.452 -2.437  0.3375
C -2.156 -4.297 -2.107  -1.1553
C -0.689 -4.179 -2.116  0.6854
O -0.241 -3.073 -2.299  -0.6306
N -0.085 -5.332 -1.847  -0.1891
C 1.357 -5.325 -1.621  -0.7012
H -2.559 -4.717 -3.029  0.3073
H -2.514 -3.268 -2.071  0.3010
H -2.619 -4.774 -1.243  0.3435
H -0.738 -6.099 -1.919  0.2437
H 1.550 -4.885 -0.643  0.1837
H 1.703 -4.682 -2.429  0.2789
H 1.749 -6.339 -1.703  0.3301
C 0.885 4.493 3.745  -0.9993
C -0.045 4.654 2.560  0.6558
O 0.089 3.854 1.574  -0.6754
N -1.169 5.222 2.786  -0.1753
C -2.147 5.496 1.737  -0.8431
H 0.631 4.966 4.693  0.3252
H 1.807 5.026 3.514  0.3048
H 1.051 3.425 3.887  0.2312
H -1.230 5.894 3.538  0.2684
H -3.034 4.872 1.846  0.2665
H -1.850 5.101 0.766  0.3179
H -2.231 6.580 1.654  0.3212
O 0.792 -1.860 2.057  -0.6079
C 0.674 -2.653 2.931  0.5541
N -0.401 -3.355 3.081  -0.3642
C 1.843 -3.031 3.865  -0.8945
H -0.682 -3.982 3.822  0.2124
H -1.098 -3.013 2.435  0.2360
H 2.158 -2.095 4.327  0.2773
H 2.604 -3.432 3.196  0.2149
H 1.760 -3.600 4.791  0.3712


6.
ORCA calculation (ωB97M-V/def2-TZVPD) on an isolated molecule of C20H18N2O6.

Values from the calculation:
SMILES string = COc1ccc(OCCOc2cccc(C=C3C(=O)NC(=O)NC3=O)c2)cc1
orbital gap = 7.78 eV
DFT total energy = -36297.8270 eV
HOMO = -8.59 eV
F_max = 0.0166 hartree/bohr

Each line ends with the Mulliken charge.
Geometry (Å):
C -3.752 -0.658 -2.212  -0.9292
O -3.440 -0.982 -0.874  -0.4368
C -2.212 -1.500 -0.594  0.2471
C -1.176 -1.636 -1.509  -0.4536
C 0.035 -2.177 -1.109  -0.6381
C 0.242 -2.565 0.207  0.4686
O 1.440 -3.126 0.615  -0.5371
C 2.409 -2.205 1.090  -0.2147
C 3.368 -1.783 -0.043  -0.4355
O 4.071 -0.588 0.220  -0.4456
C 3.434 0.601 0.063  0.3546
C 4.229 1.743 0.201  -0.6608
C 3.686 2.999 0.018  -0.5961
C 2.345 3.148 -0.290  -0.8908
C 1.531 2.018 -0.371  -0.0782
C 0.112 2.171 -0.614  -0.7228
C -0.910 1.633 0.095  0.7182
C -0.738 0.907 1.365  0.5842
O 0.298 0.464 1.804  -0.6529
N -1.892 0.801 2.120  0.0504
C -3.184 1.115 1.757  0.3323
O -4.128 0.918 2.475  -0.6188
N -3.295 1.675 0.505  0.0290
C -2.276 1.928 -0.385  -0.3440
O -2.515 2.368 -1.487  -0.6575
C 2.084 0.747 -0.224  0.4869
C -0.799 -2.429 1.122  -0.3316
C -2.014 -1.918 0.724  -0.3528
H -3.155 0.186 -2.572  0.3416
H -4.803 -0.376 -2.205  0.2281
H -3.613 -1.518 -2.873  0.3784
H -1.298 -1.330 -2.536  0.4616
H 0.820 -2.312 -1.839  0.4510
H 2.967 -2.722 1.874  0.3315
H 1.928 -1.322 1.528  0.1904
H 4.141 -2.544 -0.176  0.2774
H 2.809 -1.696 -0.982  0.2973
H 5.272 1.614 0.441  0.4611
H 4.314 3.871 0.113  0.3794
H 1.916 4.130 -0.419  0.4957
H -0.176 2.829 -1.429  0.5599
H -1.789 0.343 3.020  0.2827
H -4.239 1.857 0.182  0.2622
H 1.435 -0.101 -0.352  0.3055
H -0.642 -2.745 2.142  0.4440
H -2.838 -1.834 1.416  0.5778


- F_max of number 3 (C5H19N6O6)?
  0.2092 hartree/bohr


- Among the records above, which one has the lowest DFT total energy?
  C33H28Br2F2N6O2STi